1.
C5H7N | ωB97M-V/def2-TZVPD

For the energy above the lowest of the compared OMol25 structures with the same formula, charge and spin, the calculation gives 3.9295 eV. The calculation puts the calculated total energy at -249.3288 Ha. For the frontier orbital gap, the calculation gives 10.16 eV. The value obtained for the largest force on an atom is 1.7 eV Å⁻¹. The SMILES is C1[C@@H]2[C@H]1[C@@H]1N[C@H]21. The charge is 0.

The geometry in XYZ format:
```
13
Properties=species:S:1:pos:R:3:forces:R:3:nbo_charge:R:1
C -0.199787 1.217422 0.613394 0.1 0.2 0.1 -0.42
C -0.749816 0.443472 -0.557661 -0.1 0.1 -0.2 -0.26
C -0.646988 -0.191895 0.807470 0.1 0.0 0.2 -0.24
C 0.421768 -1.195284 0.214928 0.7 0.2 0.2 -0.13
N 1.519843 -0.550082 -0.530484 0.3 0.5 0.1 -0.57
C 0.230882 -0.611404 -1.134353 0.0 0.0 -0.4 -0.06
H -0.869149 1.979640 0.998302 0.0 -0.1 -0.1 0.23
H 0.847726 1.492423 0.717958 -0.2 0.1 -0.1 0.20
H -1.618289 0.790721 -1.106211 0.0 -0.2 0.2 0.23
H -1.478949 -0.438431 1.466224 0.4 -0.2 -0.2 0.23
H 0.945546 -2.062335 0.567497 -1.3 -1.0 0.4 0.24
H 1.804018 0.327342 -0.125557 0.0 0.4 -0.4 0.34
H 0.100228 -1.079239 -2.104522 0.1 0.1 0.1 0.21
```
Forces are in eV/Å.

=====

2.
C5H3N3O | ωB97M-V/def2-TZVPD

For the energy above the lowest of the compared OMol25 structures with the same formula, charge and spin, the calculation gives 2.6160 eV. The calculation puts the calculated total energy at -431.7095 Ha. For the frontier orbital gap, the calculation gives 8.35 eV. The value obtained for the largest force on an atom is 10.4 eV Å⁻¹. The SMILES is N#CC1=NC=N/C1=C/O. The charge is 0.

The geometry in XYZ format:
```
12
Properties=species:S:1:pos:R:3:forces:R:3:nbo_charge:R:1
N 0.310648 3.357937 0.225388 -1.0 -9.9 -3.0 -0.24
C 0.119219 2.144949 -0.114372 -0.4 9.2 2.6 0.23
C -0.659647 0.887998 -0.213612 0.7 -0.3 1.9 0.09
N -1.984994 0.806748 -0.189096 3.2 -1.5 0.4 -0.38
C -2.114272 -0.631527 0.082414 -0.4 3.2 -1.5 0.20
N -1.099215 -1.376779 0.136849 1.8 0.2 1.0 -0.41
C -0.028786 -0.438878 0.138884 2.9 -0.5 -2.8 -0.05
C 1.346552 -0.915330 -0.066604 -2.8 -0.6 2.3 0.31
O 2.477400 -0.220658 -0.060441 -4.1 3.2 -0.5 -0.60
H -3.114360 -0.831769 0.003124 -2.3 -1.7 0.3 0.19
H 1.556122 -2.015050 0.105336 -0.9 1.1 -0.6 0.19
H 3.191335 -0.767638 -0.047870 3.2 -2.5 0.0 0.49
```
Forces are in eV/Å.

=====

3.
C20H27N5O4S2 | ωB97M-V/def2-TZVPD

For the energy above the lowest of the compared OMol25 structures with the same formula, charge and spin, the calculation gives 1.4094 eV. The calculation puts the calculated total energy at -2149.4149 Ha. For the frontier orbital gap, the calculation gives 8.51 eV. The value obtained for the largest force on an atom is 1.8 eV Å⁻¹. The SMILES is CCc1nnc(NC(=O)c2cc(S(=O)(=O)N3CCOCC3)ccc2N2CCCCC2)s1. The charge is 0.

The geometry in XYZ format:
```
58
Properties=species:S:1:pos:R:3:forces:R:3:nbo_charge:R:1
C -2.900729 2.575477 1.624487 -0.1 -0.1 0.1 -0.61
C -3.660946 1.287539 1.909447 -0.1 0.3 0.2 -0.46
C -3.081917 0.098627 1.235013 0.4 0.2 -0.7 0.07
N -3.424091 -1.110065 1.483009 -0.9 0.7 1.0 -0.25
N -2.813263 -2.028591 0.750140 0.7 -1.4 -0.9 -0.30
C -1.958744 -1.542303 -0.083361 -0.1 1.4 0.3 0.22
N -1.285568 -2.313819 -0.985309 0.1 -0.7 -0.4 -0.64
C -0.118813 -2.024721 -1.671717 -0.1 -0.2 0.2 0.68
O 0.239194 -2.738310 -2.578625 0.1 0.0 -0.1 -0.57
C 0.674677 -0.898626 -1.112827 0.4 0.1 0.0 -0.17
C 1.049206 -1.051418 0.217228 0.1 0.1 -0.2 -0.13
C 1.900251 -0.151529 0.817270 0.0 -0.1 0.6 -0.40
S 2.300827 -0.386711 2.535902 -0.5 -0.1 -0.3 2.32
O 2.831788 0.847669 3.051185 -0.1 0.1 -0.2 -0.95
O 3.081580 -1.575651 2.704641 -0.1 -0.2 0.0 -0.94
N 0.760345 -0.720585 3.129531 1.0 0.1 -0.5 -0.68
C 0.696488 -1.594901 4.285538 0.2 -0.2 0.5 -0.26
C 0.944740 -0.807101 5.573312 0.0 -0.3 -0.1 -0.09
O 0.041714 0.273041 5.684894 -0.2 0.0 0.1 -0.52
C 0.181964 1.165304 4.601073 0.0 0.1 -0.3 -0.10
C -0.076398 0.452496 3.269784 -0.2 0.6 0.2 -0.26
C 2.417812 0.905914 0.086649 0.0 0.0 0.1 -0.14
C 2.069487 1.063183 -1.234506 0.0 0.0 -0.1 -0.27
C 1.178124 0.179602 -1.880035 0.0 -0.1 0.5 0.25
N 0.794359 0.392090 -3.166601 0.0 0.0 -0.2 -0.42
C -0.512264 0.065894 -3.690696 -0.3 -0.3 -0.1 -0.20
C -0.413643 -0.843604 -4.912594 -0.1 0.2 -0.1 -0.42
C 0.444340 -0.163055 -5.974212 0.1 -0.2 0.1 -0.40
C 1.795986 0.202442 -5.371515 -0.1 0.2 -0.1 -0.40
C 1.615560 1.085749 -4.132558 0.3 -0.1 -0.2 -0.21
S -1.853126 0.217120 -0.030352 -0.6 -0.7 0.5 0.31
H -3.374554 3.407365 2.138913 0.0 0.1 0.0 0.22
H -1.870780 2.500382 1.965859 0.1 0.1 0.0 0.21
H -2.896103 2.788110 0.557292 0.0 0.1 -0.1 0.21
H -3.691274 1.087917 2.983394 0.0 0.0 0.0 0.24
H -4.698307 1.388866 1.575181 0.0 0.0 0.1 0.23
H -1.694640 -3.224903 -1.162773 0.1 0.1 0.0 0.43
H 0.688529 -1.886509 0.798483 -0.2 -0.1 0.0 0.25
H 1.456782 -2.362931 4.148339 -0.1 -0.1 0.2 0.24
H -0.299081 -2.050723 4.305153 0.1 0.0 0.0 0.21
H 0.781229 -1.431627 6.452866 0.1 0.0 -0.1 0.20
H 1.979460 -0.432967 5.569190 -0.1 0.0 0.1 0.17
H -0.548197 1.960128 4.765494 0.1 0.0 -0.1 0.19
H 1.196256 1.586910 4.584695 -0.2 0.0 0.1 0.19
H 0.145737 1.115455 2.431287 -0.2 0.1 0.0 0.22
H -1.120156 0.122922 3.218679 0.1 0.0 -0.1 0.21
H 3.074301 1.604595 0.580748 0.1 0.2 0.0 0.24
H 2.460436 1.910633 -1.773784 0.0 0.1 0.0 0.22
H -1.124152 -0.387983 -2.911844 0.0 0.1 -0.1 0.21
H -0.998007 1.009078 -3.986668 -0.1 -0.1 0.1 0.19
H -1.414083 -1.045272 -5.297627 -0.1 0.0 0.0 0.21
H 0.040769 -1.789286 -4.615927 -0.1 0.0 0.0 0.24
H 0.581805 -0.825735 -6.829369 0.0 0.0 -0.1 0.22
H -0.056732 0.742569 -6.326485 0.0 0.0 -0.1 0.19
H 2.316793 -0.709930 -5.076346 0.1 0.0 0.0 0.21
H 2.411501 0.730348 -6.101361 0.1 0.0 0.0 0.21
H 2.594841 1.298104 -3.707554 -0.1 0.1 0.0 0.21
H 1.138689 2.033326 -4.420028 0.1 0.0 0.0 0.18
```
Forces are in eV/Å.

=====

4.
C2H5Br3Si | ωB97M-V/def2-TZVPD

For the energy above the lowest of the compared OMol25 structures with the same formula, charge and spin, the calculation gives 4.5035 eV. The calculation puts the calculated total energy at -8090.6781 Ha. For the frontier orbital gap, the calculation gives 10.03 eV. The value obtained for the largest force on an atom is 4.6 eV Å⁻¹. The charge is 0.

The geometry in XYZ format:
```
11
Properties=species:S:1:pos:R:3:forces:R:3:nbo_charge:R:1
C 0.052357 0.176287 -0.861073 1.6 -3.0 3.1 -0.85
C -1.239807 0.019572 -0.131322 -1.3 0.0 -1.9 -0.28
Si 1.407247 -0.000298 0.564058 -0.8 0.9 0.5 0.83
Br -2.754782 -0.302045 -1.495716 0.7 0.1 0.4 0.00
Br -1.439404 -1.388772 1.131932 0.1 -0.7 0.2 0.14
Br -1.641838 1.651975 0.699279 -0.4 1.3 0.7 0.12
H 0.208249 1.062891 -1.314019 -0.2 2.9 -1.8 0.25
H 0.359423 -0.671965 -1.461311 -0.5 -0.1 -0.4 0.26
H 2.795391 0.487825 0.455453 -0.1 0.4 -0.4 -0.14
H 1.436219 -1.390128 0.508798 0.5 -2.0 0.2 -0.19
H 0.816940 0.354658 1.903920 0.4 0.2 -0.6 -0.14
```
Forces are in eV/Å.

=====

5.
C17H20BrF10INO4S2 | ωB97M-V/def2-TZVPD

The calculation puts the calculated total energy at -5681.9574 Ha. For the frontier orbital gap, the calculation gives 7.74 eV. The value obtained for the largest force on an atom is 1.6 eV Å⁻¹. The charge is +1.

The geometry in XYZ format:
```
56
Properties=species:S:1:pos:R:3:forces:R:3:nbo_charge:R:1
O -0.537849 4.231087 4.296691 0.1 1.6 0.1 -0.46
C -0.678616 3.077449 4.359362 0.0 -0.8 -0.1 0.48
I -2.574880 2.252342 4.907720 0.0 -0.3 -0.1 0.07
C 0.437483 2.087972 4.073347 0.0 -0.1 0.1 -0.58
C 0.273051 1.336501 2.791603 -0.2 -0.2 -0.1 -0.05
C 0.532497 -0.027373 2.677864 -0.1 -0.2 -0.5 -0.01
Br 1.161326 -1.069928 4.104313 -0.1 0.0 0.0 0.17
C 0.381077 -0.675198 1.459575 0.1 0.4 0.6 0.00
N -0.002597 -0.028062 0.348840 -0.1 0.0 0.4 -0.23
C -0.087939 -0.769475 -0.948658 0.3 0.0 -0.2 -0.24
C 0.640357 -2.103016 -0.976563 -0.4 0.2 0.4 -0.45
C -0.154793 -3.304007 -0.470414 -0.2 -0.1 -0.1 -0.53
S -1.792951 -3.429676 -1.260408 -0.1 -0.1 -0.2 -0.03
C -0.304640 1.289835 0.398586 -0.1 0.4 0.1 0.21
C -0.812230 2.063729 -0.787207 0.4 0.5 0.3 -0.45
C -2.197033 2.682678 -0.518436 -0.2 -0.9 0.0 -0.47
C -3.037081 2.882558 -1.780841 0.0 0.6 0.4 0.64
F -3.384099 4.195758 -1.851102 0.0 -0.1 0.0 -0.31
F -2.357032 2.600368 -2.905163 0.1 0.1 -0.3 -0.31
C -4.398656 2.129694 -1.771514 -0.1 0.1 -0.6 0.46
F -4.960232 2.261487 -0.573113 -0.1 0.1 0.2 -0.29
F -5.198311 2.692867 -2.680414 0.1 -0.1 0.1 -0.29
S -4.299372 0.294943 -2.226760 -0.5 0.1 0.6 2.38
F -2.728203 0.300344 -1.903521 0.3 -0.2 0.0 -0.50
F -3.999145 0.686355 -3.705090 0.1 0.1 -0.6 -0.44
F -5.842215 0.264763 -2.499800 -0.1 -0.1 0.0 -0.44
F -4.551006 -0.138189 -0.713965 0.0 -0.1 0.0 -0.46
F -4.172448 -1.213478 -2.616348 -0.1 -0.1 0.0 -0.43
C -0.137148 1.957208 1.614442 0.2 -0.7 0.0 0.44
F -0.355271 3.263936 1.640110 -0.1 0.1 -0.2 -0.29
H 0.491649 1.403899 4.909444 0.0 -0.3 0.1 0.27
H 1.378107 2.634353 4.053207 0.1 0.3 -0.1 0.28
H 0.602659 -1.722162 1.410688 0.0 -0.1 -0.3 0.26
H 0.374028 -0.128294 -1.686243 0.1 0.2 -0.1 0.23
H -1.135574 -0.869458 -1.203647 -0.1 -0.2 0.1 0.27
H 0.894115 -2.278851 -2.015443 0.1 0.0 -0.2 0.25
H 1.586338 -2.007668 -0.445999 0.2 -0.2 -0.1 0.25
H 0.387158 -4.206397 -0.724221 0.1 -0.1 0.0 0.24
H -0.296003 -3.323406 0.604203 0.0 0.1 0.2 0.21
H -2.561285 -3.441793 -0.167094 0.1 0.0 0.1 0.14
H -0.808659 1.486776 -1.695274 -0.1 -0.2 0.0 0.26
H -0.099997 2.873480 -0.939965 0.1 0.1 -0.1 0.26
H -2.748687 2.021704 0.147803 -0.1 0.0 0.1 0.24
H -2.140040 3.630224 -0.008852 0.1 0.3 0.0 0.27
C 3.822091 -0.746783 1.070876 0.0 0.2 0.1 -0.25
O 3.750729 -1.635973 -0.040825 -0.1 0.1 0.1 -0.53
C 4.937660 -2.158157 -0.397712 0.2 -0.1 -0.1 0.98
O 5.982014 -1.924047 0.140991 0.0 0.0 0.0 -0.62
O 4.735383 -2.961889 -1.432354 -0.1 0.0 0.0 -0.49
C 5.923678 -3.597732 -1.927447 0.1 -0.2 -0.2 -0.26
H 2.803532 -0.410083 1.246744 0.0 0.0 -0.1 0.16
H 4.189700 -1.254793 1.960662 0.1 0.0 0.0 0.21
H 4.448278 0.115103 0.847124 0.1 -0.1 0.0 0.21
H 6.371202 -4.220797 -1.156813 0.0 0.1 0.0 0.20
H 6.638474 -2.853800 -2.270900 0.0 0.0 0.1 0.20
H 5.611405 -4.216930 -2.762091 -0.1 0.0 0.0 0.20
```
Forces are in eV/Å.

=====

6.
C5H25N2O7 | ωB97M-V/def2-TZVPD

For the energy above the lowest of the compared OMol25 structures with the same formula, charge and spin, the calculation gives 0.4301 eV. The calculation puts the calculated total energy at -841.7460 Ha. For the frontier orbital gap, the calculation gives 8.51 eV. The value obtained for the largest force on an atom is 2.7 eV Å⁻¹. The charge is -1.

The geometry in XYZ format:
```
39
Properties=species:S:1:pos:R:3:forces:R:3:nbo_charge:R:1
C 0.342141 -1.248927 1.475369 0.3 -0.8 -0.6 -0.19
N -0.660985 -2.000145 0.718681 -0.7 0.5 0.8 -0.67
C -2.020190 -1.492081 0.976258 -0.2 -0.5 -1.4 0.10
O -2.378998 -0.290081 0.366617 0.4 0.3 -0.2 -0.94
C 1.638218 -1.135622 0.668133 0.2 -1.1 -0.6 -0.42
C 2.331368 0.198591 0.712099 -0.1 0.4 1.3 -0.42
C 3.608841 0.324526 -0.079545 -0.3 -0.7 -2.1 -0.21
N 3.412898 0.048009 -1.527909 0.3 0.2 -0.1 -0.87
H -0.067781 -0.296852 1.823033 0.2 0.3 -0.3 0.16
H 0.586279 -1.816666 2.381193 -0.1 0.1 0.1 0.17
H -0.477209 -2.075834 -0.277701 0.1 0.3 0.2 0.37
H -2.140842 -1.467119 2.063835 -0.2 0.0 0.1 0.14
H -2.684048 -2.230821 0.501610 0.0 -0.4 0.6 0.13
H 2.253190 -2.016867 0.904409 0.4 0.4 0.5 0.19
H 1.464624 -1.380005 -0.384908 -0.5 0.4 -0.1 0.21
H 1.554474 0.901173 0.415576 0.2 0.4 -0.6 0.20
H 2.532476 0.521255 1.740109 0.1 -0.2 0.2 0.20
H 4.018107 1.331568 -0.093073 0.1 0.1 0.8 0.19
H 4.358055 -0.413998 0.209786 0.1 0.3 0.6 0.18
H 2.495489 0.338497 -1.832494 -0.2 -0.1 -0.2 0.38
H 3.624327 -0.891658 -1.845410 -0.3 0.2 0.4 0.35
H -3.353011 2.022876 1.277092 -0.2 0.6 0.7 0.44
H -2.545288 0.813187 1.144827 0.8 -0.4 1.0 0.50
O -2.615372 1.698501 1.814790 -1.0 -0.5 -1.7 -1.08
H 0.220898 -1.883814 -3.024379 0.2 -0.3 0.1 0.47
H -1.056376 -2.271417 -2.450154 -1.1 0.2 0.2 0.49
O -0.203116 -2.659467 -2.625725 0.9 0.2 -0.4 -0.96
H -1.278950 2.970980 2.697188 -1.2 -0.6 -0.6 0.50
H -0.393814 1.654910 2.708293 -0.9 0.4 -0.2 0.48
O -0.454573 2.587997 2.942344 2.5 0.3 0.9 -0.98
H -3.066908 -0.326125 -2.458319 0.9 -0.7 -0.5 0.47
H -2.326282 -0.561811 -1.220711 0.7 -0.2 0.6 0.52
O -2.220645 -0.769397 -2.212063 -1.6 1.0 0.2 -1.04
H -1.746383 2.290420 -0.088664 -0.2 -0.3 0.4 0.50
H -0.366242 2.841478 0.152214 -0.3 0.1 0.0 0.48
O -1.094946 2.873392 -0.484666 0.6 0.4 -0.2 -0.97
H -0.807800 0.604523 -2.555327 0.0 0.0 0.1 0.49
H -0.355113 1.915075 -1.911937 -0.1 0.0 0.0 0.49
O -0.126500 1.291763 -2.620487 0.2 -0.1 -0.2 -1.01
```
Forces are in eV/Å.